[1]
29
Properties=species:S:1:pos:R:3:forces:R:3 method="wB97M-V/def2-TZVPD" gap_ev=6.45 mol_weight_g_mol=189.3 homo_ev=-7.195 lumo_energy_ha=-0.02739 total_energy_ev=-16219.09573 e_above_lowest_ev=6.7173
C 5.0681 -0.9493 0.0357 -0.126 -0.036 -0.051
C 3.8816 -1.4032 -0.5289 0.296 -0.050 0.039
C 5.1420 0.3217 0.5893 0.109 0.013 -0.017
C 2.7660 -0.5940 -0.5373 -0.255 0.459 0.111
C 4.0399 1.1496 0.5698 -0.507 0.175 -0.134
C 2.8386 0.6961 0.0051 1.802 -0.612 0.093
C -0.7232 0.1933 -0.9506 0.857 -0.263 -1.156
C -1.4937 1.4233 -0.7989 -0.328 0.111 0.595
C -1.1968 -1.0337 -0.3041 -0.367 0.225 0.682
C -2.6339 1.4659 0.2270 -0.148 0.011 -0.192
C -2.3205 -0.9396 0.7335 -0.135 -0.116 -0.119
C -3.3357 0.1151 0.3056 0.125 0.066 0.327
N 1.6558 1.4113 0.0415 -1.974 2.074 0.362
O 1.6795 2.6378 0.1765 0.680 -1.950 -0.194
H 5.9363 -1.5925 0.0482 0.051 -0.039 0.014
H 3.8397 -2.3951 -0.9520 -0.048 -0.070 -0.066
H 6.0654 0.6630 1.0340 0.045 0.022 0.040
H 1.8324 -0.9057 -0.9801 -0.172 -0.006 -0.027
H 4.0624 2.1370 1.0073 0.029 0.062 0.025
H -0.7771 2.2336 -0.6207 0.021 0.007 -0.194
H -1.8715 1.6157 -1.8140 0.066 -0.017 -0.066
H -1.5395 -1.6123 -1.1771 0.093 -0.013 -0.085
H -0.3429 -1.5944 0.0882 0.056 -0.093 -0.182
H -2.2177 1.7048 1.2076 -0.059 0.070 0.081
H -3.3432 2.2534 -0.0374 0.027 0.060 0.089
H -2.8009 -1.9138 0.8531 0.034 -0.010 0.097
H -1.8916 -0.6561 1.6984 -0.071 -0.037 0.059
H -4.1615 0.1570 1.0198 -0.030 -0.018 -0.089
H -3.7509 -0.1464 -0.6721 -0.071 -0.022 -0.039

[2]
8
Properties=species:S:1:pos:R:3:forces:R:3 method="wB97M-V/def2-TZVPD" gap_ev=7.69 mol_weight_g_mol=298.8 homo_ev=-8.519 lumo_energy_ha=-0.03056 total_energy_ev=-20819.19045 e_above_lowest_ev=1.9813
C -0.9848 -2.4933 0.1356 -2.645 0.487 3.663
N -3.4969 0.4006 -1.0204 -0.528 1.413 0.227
O -2.0042 -1.7067 -0.5809 2.228 -2.001 0.249
I -3.6174 -1.0286 0.1939 -0.589 -0.315 0.333
I -2.8084 2.1469 -0.0507 0.016 -0.253 -0.381
H -0.1958 -2.6274 -0.5213 1.440 -0.223 -1.205
H -1.3362 -3.4905 0.5944 0.131 1.214 -1.338
H -0.6796 -1.9477 1.0986 -0.053 -0.322 -1.548

[3]
11
Properties=species:S:1:pos:R:3:forces:R:3 method="wB97M-V/def2-TZVPD" gap_ev="7.17 / 7.30" mol_weight_g_mol=132.2 homo_ev="-8.884 / -8.737" lumo_energy_ha="-0.06299 / -0.05293" total_energy_ev=-27924.88990 e_above_lowest_ev=5.2730
C 0.0858 0.8247 -0.0866 -1.264 2.411 1.878
C 0.7611 1.9841 -0.4390 -0.312 -2.728 -0.252
C 0.4948 0.3419 -1.4215 2.663 -3.272 1.374
C -1.1091 0.4464 0.7510 0.164 2.089 -1.814
O 1.3348 1.4929 -1.6148 -0.422 1.087 -0.228
S -1.9513 3.5009 0.3810 -0.443 -1.228 0.225
S -2.6646 1.6721 0.7241 1.585 0.821 -0.392
H 1.1988 -0.6511 -1.3466 -1.667 2.347 -0.495
H -0.3671 0.1899 -2.0251 -0.285 0.262 -1.311
H -1.5659 -0.3372 0.1976 -0.410 -1.285 0.262
H -0.9985 0.3239 1.7975 0.391 -0.504 0.753